(1)
A cluster of 4 separate species, CH10NO4 in total at a distorted geometry, computed with ωB97M-V/def2-TZVPD.

XYZ file:
```
16
Properties=species:S:1:pos:R:3:forces:R:3:mulliken_charge:R:1
N 1.18616 1.44220 1.93149 2.10 2.56 -2.72 -0.781
C 1.60740 0.42890 0.74217 -2.12 1.20 2.20 -0.298
O 0.46307 0.00551 0.16925 -0.02 0.44 -1.40 -0.862
H 0.76850 2.39023 1.49697 1.07 -3.12 1.00 0.218
H 0.45660 0.96833 2.35560 -2.01 -0.90 0.92 0.277
H 2.28787 1.11075 0.17756 -0.03 -0.91 -0.14 0.236
H 2.05270 -0.46318 1.26201 0.60 1.02 -0.30 0.288
H -0.32749 -2.71827 0.54953 -3.24 -1.74 5.79 0.215
H 0.20189 -1.39112 -0.18153 0.26 -1.02 1.01 0.401
O 0.07353 -2.45264 -0.16865 3.37 2.57 -6.53 -0.723
H -0.47292 1.01429 -1.08445 0.63 -0.52 0.72 0.415
H -1.85680 1.71610 -1.01730 1.55 -0.66 -1.31 0.284
O -1.15575 1.38274 -1.66053 -1.84 1.85 0.85 -0.682
H -1.95993 -0.65437 -0.92475 0.28 -0.29 -0.71 0.303
H -1.26710 -1.70069 -1.85155 -1.45 1.15 0.54 0.352
O -2.05774 -1.07881 -1.79582 0.86 -1.62 0.08 -0.645
```
Forces are in eV/Å.

energy relative to the best compared isomer or geometry (same formula, charge and spin): 37.7 kcal/mol
molar mass: 100.1 g mol⁻¹
E: -399.80528 hartree
E_HOMO: -4.2 eV
total charge: -1



(2)
A structure of composition C24H49CuN2O6 at a distorted geometry, computed with ωB97M-V/def2-TZVPD.

XYZ file:
```
82
Properties=species:S:1:pos:R:3:forces:R:3:mulliken_charge:R:1
Cu -0.14441 0.19268 1.31640 0.88 0.22 1.05 0.898
C 3.10522 0.27245 1.57555 0.18 0.82 -0.32 -0.428
C 2.53044 0.39576 2.97533 -0.59 -0.70 0.55 -0.356
O 1.15488 0.35295 3.04206 -1.00 0.02 -1.50 -0.784
H 4.19576 0.16414 1.58429 0.00 -0.14 -0.05 0.474
H 2.88612 1.18598 1.00907 -0.01 0.00 0.05 0.202
H 2.64472 -0.53271 0.99401 0.02 -0.19 0.29 -0.536
H 2.91395 1.29374 3.48959 0.20 0.16 -0.32 0.369
H 2.93923 -0.44130 3.58459 0.17 -0.05 -0.05 0.109
C 3.78187 -3.42202 1.11460 -0.06 -0.34 -0.58 -1.248
C 2.50853 -3.88540 1.78471 0.42 0.23 0.24 0.471
C 2.31713 -3.46134 3.23885 0.25 -1.12 0.58 -0.525
O 0.99139 -2.95927 3.31585 0.18 0.41 -0.51 -0.338
C 0.53282 -2.74893 2.06840 0.00 0.18 1.14 0.342
O -0.49350 -2.18392 1.84317 -0.14 -0.09 -0.62 -0.522
O 1.36823 -3.27135 1.15798 0.00 -0.06 -0.70 -0.136
H 4.66051 -3.92955 1.51556 -0.07 0.19 0.41 0.463
H 3.89645 -2.34061 1.13228 0.08 -0.01 0.14 0.163
H 3.75906 -3.76819 0.07706 -0.12 0.25 -0.08 0.319
H 2.47919 -4.97302 1.69372 -0.55 0.03 -0.16 0.290
H 3.08668 -2.76442 3.57115 -0.38 0.39 0.01 0.234
H 2.31950 -4.33499 3.89209 0.32 0.07 0.06 0.326
C 3.09894 -1.17346 -2.38709 0.09 -0.51 0.08 -1.709
C 1.90941 -0.28966 -2.81463 1.17 -0.29 0.31 1.745
C 1.82881 -0.28799 -4.35247 -1.47 -0.18 0.55 -1.264
C 1.20148 -1.57816 -4.87951 0.44 0.40 -0.50 -0.654
C -0.17728 -1.74997 -4.26491 0.02 0.03 -0.75 -1.252
C -0.19035 -1.87011 -2.74365 0.01 -0.37 -1.07 1.632
N 0.66103 -0.80025 -2.24686 -1.43 0.84 -0.16 -0.333
O 0.62749 -0.75654 -0.83390 0.68 -0.26 -0.24 1.255
C -1.64001 -1.67987 -2.28588 0.62 -0.28 1.12 -1.836
C 0.30148 -3.29277 -2.36620 0.28 0.97 0.14 -1.465
C 2.09016 1.13532 -2.28704 0.35 -0.23 0.34 -1.648
H 3.03481 -2.11148 -2.94092 0.28 0.00 -0.04 0.305
H 3.10092 -1.46207 -1.32984 -0.20 0.23 0.05 0.214
H 4.08446 -0.73323 -2.54652 -0.13 0.19 -0.26 0.479
H 1.08816 0.49289 -4.56361 0.25 0.17 -0.33 0.359
H 2.75550 -0.05635 -4.87282 0.22 0.10 0.42 0.362
H 1.86742 -2.43738 -4.76305 -0.12 -0.07 0.29 0.333
H 1.12769 -1.44904 -5.96374 -0.25 -0.16 0.00 0.440
H -0.67817 -2.60979 -4.71655 -0.03 -0.10 0.21 0.455
H -0.76943 -0.88009 -4.56930 -0.01 0.05 0.15 0.316
H -1.68046 -1.92904 -1.22087 -0.20 -0.18 -0.05 0.260
H -1.98843 -0.64856 -2.32055 0.06 0.01 -0.57 0.220
H -2.25617 -2.38487 -2.84226 -0.25 0.19 0.01 0.440
H 1.33933 -3.33909 -2.69599 0.07 -0.36 0.23 0.306
H 0.23250 -3.38958 -1.28221 0.13 -0.34 -0.02 0.182
H -0.24287 -4.08993 -2.86852 -0.23 0.08 0.09 0.439
H 2.38252 1.08651 -1.23659 -0.28 0.13 0.06 0.032
H 1.15335 1.68042 -2.38840 0.07 0.12 -0.02 0.354
H 2.90955 1.66237 -2.77956 -0.12 -0.08 -0.29 0.441
H 1.30638 -1.40502 -0.58952 -0.19 -0.02 0.58 -0.165
C -2.78649 0.17723 2.62166 -0.08 -0.59 0.19 -2.642
C -3.18048 1.53608 2.06406 -0.59 0.73 0.99 2.011
C -3.10227 2.54230 3.24506 0.52 0.12 -0.50 -1.354
C -3.10727 3.98531 2.77208 0.02 0.35 -0.19 -0.650
C -2.00459 4.28517 1.75166 -0.03 -0.31 1.05 -1.217
C -1.98772 3.31014 0.57813 0.02 0.13 -0.25 1.462
N -2.16962 1.93062 1.08389 0.50 -0.29 -0.01 0.687
O -2.20203 1.03711 -0.02822 -0.33 0.14 0.16 -0.097
C -2.99919 3.75979 -0.50441 0.34 -0.61 0.51 -1.793
C -0.57812 3.31440 -0.01919 -0.02 0.19 -0.77 -2.100
C -4.64103 1.55168 1.57719 -1.22 -0.14 -0.44 -1.716
H -2.85024 -0.63799 1.89930 -0.05 0.13 -0.13 0.341
H -1.77161 0.17568 3.03616 0.04 0.22 -0.12 0.476
H -3.42873 -0.09852 3.46286 -0.16 0.11 -0.08 0.529
H -3.95077 2.40811 3.91437 0.08 -0.38 0.04 0.488
H -2.17925 2.30464 3.78017 0.01 0.28 0.14 0.358
H -4.06888 4.26813 2.32708 -0.10 -0.31 -0.05 0.288
H -3.01740 4.66648 3.62161 0.17 -0.07 0.06 0.439
H -1.02633 4.21446 2.23584 -0.07 0.02 0.16 0.390
H -2.13878 5.32744 1.45911 0.21 -0.10 -0.50 0.434
H -2.73369 4.77665 -0.78451 -0.05 -0.06 -0.31 0.488
H -4.02841 3.75064 -0.15226 0.00 0.14 0.04 0.315
H -2.90725 3.06699 -1.34165 -0.12 0.34 -0.30 0.351
H -0.47211 2.69324 -0.91187 -0.36 -0.14 0.07 0.347
H 0.15518 2.93154 0.69164 -0.01 0.32 0.19 0.279
H -0.35268 4.32642 -0.36691 0.27 0.05 0.32 0.517
H -5.34620 1.98193 2.29484 0.41 0.01 0.38 0.332
H -4.87195 2.16650 0.70467 0.48 -0.16 -0.22 0.296
H -5.08937 0.57135 1.39189 0.45 -0.15 -0.20 0.416
H -3.07466 1.18265 -0.42756 0.01 -0.29 -0.21 0.292
```
Forces are in eV/Å.

molar mass: 525.2 g mol⁻¹
E: -3145.16610 hartree
E_HOMO: -6.8 eV
total charge: 0



(3)
A structure of composition C37H33Co2NO5P at a distorted geometry, computed with ωB97M-V/def2-TZVPD.

XYZ file:
```
79
Properties=species:S:1:pos:R:3:forces:R:3:mulliken_charge:R:1
O 3.03460 3.39572 0.75784 -1.54 -0.76 0.57 -0.408
C 2.10942 2.72586 0.93795 2.44 0.95 -1.34 -0.157
Co 0.81199 1.57065 1.07342 0.55 0.48 4.73 -0.029
C 1.52950 0.44923 2.25291 1.94 -0.13 2.07 -0.129
O 2.08615 -0.13211 3.08702 -1.31 0.71 -1.30 -0.426
C -0.17781 2.62670 2.05533 -1.69 1.54 1.68 0.963
O -0.70740 3.37524 2.76220 0.70 -0.68 -0.87 -0.473
C 0.02091 1.45742 -0.52106 1.14 -0.13 -3.35 0.390
C 1.15849 0.62121 -0.45493 0.46 0.59 -3.34 0.821
C 2.36025 0.35033 -1.14579 -0.31 0.99 1.85 -2.202
C 3.49017 -0.18586 -0.37065 -0.80 0.40 -0.74 1.720
C 4.80487 0.31054 -0.51152 -0.02 -0.24 0.28 -0.408
C 5.83007 -0.19276 0.28391 -0.18 0.04 -0.03 -0.640
C 5.55909 -1.16628 1.25427 0.03 -0.06 0.06 -0.597
C 4.25967 -1.66090 1.39732 -0.01 0.15 -0.25 -0.683
C 3.24268 -1.19954 0.56456 0.41 -0.38 0.13 -0.503
Co -0.49601 -0.14131 0.16677 -1.64 -1.11 1.92 0.468
C -0.17213 -1.34875 1.39364 -0.09 -2.76 0.70 0.070
O -0.08013 -2.19155 2.19089 0.00 1.36 -0.86 -0.473
C -1.23492 -0.95423 -1.17707 -0.40 -1.22 -1.36 -0.169
O -1.80845 -1.53326 -2.00551 0.71 0.93 1.06 -0.474
P -2.38788 0.46152 1.13303 -0.43 0.13 -0.45 1.256
C -2.63480 0.64382 2.93674 -0.11 -0.13 0.32 0.241
C -3.92362 0.85700 3.45639 0.18 0.03 0.44 -0.542
C -4.11469 0.97458 4.83642 0.17 -0.06 -0.27 -0.733
C -3.02469 0.84134 5.70323 0.12 -0.01 -0.15 -0.609
C -1.75011 0.59624 5.19009 -0.06 0.04 -0.13 -0.827
C -1.55265 0.50740 3.80818 -0.16 -0.12 0.17 0.023
C -2.99857 2.05895 0.47443 -0.13 0.17 0.07 0.246
C -3.40399 3.12197 1.28923 -0.24 0.06 -0.39 -0.680
C -3.82479 4.32436 0.71448 0.12 -0.10 -0.14 -0.633
C -3.79861 4.48812 -0.67164 0.00 -0.08 0.08 -0.668
C -3.37975 3.43590 -1.48893 0.02 -0.32 0.21 -0.660
C -2.99271 2.21971 -0.91910 -0.10 0.35 0.01 -0.698
C -3.79974 -0.67317 0.79785 -0.41 0.13 0.09 0.559
C -4.95531 -0.27904 0.11013 -0.05 -0.43 0.02 -0.074
C -5.98540 -1.20064 -0.11661 0.21 -0.08 0.11 -0.668
C -5.87156 -2.51184 0.35189 0.10 0.16 0.00 -0.527
C -4.73209 -2.89919 1.06398 0.12 0.26 0.00 -0.697
C -3.70383 -1.98234 1.29434 -0.25 -0.02 -0.23 -0.436
H -0.38036 2.10091 -1.27317 -0.07 0.43 -0.22 0.636
H 2.59410 1.05016 -1.95016 -0.03 -0.08 0.12 0.120
H 4.99324 1.10138 -1.24349 -0.02 -0.23 0.30 0.455
H 6.84322 0.19708 0.15967 -0.24 -0.13 0.09 0.372
H 6.35926 -1.54252 1.89232 -0.17 0.11 -0.13 0.354
H 4.02196 -2.39737 2.16666 0.17 0.09 -0.21 0.431
H 2.24003 -1.63992 0.60651 0.45 0.24 0.05 0.552
H -4.77935 0.94033 2.78192 0.27 -0.05 0.19 0.501
H -5.11397 1.16633 5.23100 0.27 -0.08 -0.09 0.393
H -3.16823 0.92620 6.78159 0.02 -0.03 -0.29 0.366
H -0.89360 0.47741 5.85536 -0.27 0.05 -0.13 0.445
H -0.55253 0.32266 3.40133 -0.56 0.10 0.28 0.027
H -3.41608 3.01400 2.37171 0.08 0.07 -0.30 0.420
H -4.16555 5.13381 1.36038 0.13 -0.15 -0.18 0.386
H -4.10188 5.43567 -1.11879 0.07 -0.23 0.13 0.349
H -3.34415 3.54480 -2.57274 -0.06 0.05 0.26 0.426
H -2.67021 1.39372 -1.56008 -0.08 0.30 0.24 0.407
H -5.06211 0.74463 -0.25029 0.06 -0.29 0.09 0.280
H -6.87720 -0.88615 -0.66183 0.23 -0.11 0.15 0.390
H -6.66845 -3.23332 0.16489 0.20 0.20 0.05 0.354
H -4.63618 -3.91733 1.44231 -0.06 0.25 -0.10 0.394
H -2.82234 -2.27983 1.86760 -0.22 0.04 -0.21 0.315
C 4.78972 -2.56669 -4.88015 -0.18 0.06 0.15 -0.683
C 4.64677 -1.04414 -4.86139 -0.46 0.09 0.03 -0.830
C 3.97442 -0.52623 -3.58554 0.52 0.31 0.83 -0.065
N 2.86638 -1.28176 -3.10567 -0.88 -1.16 -1.99 -0.043
C 2.80006 -2.71083 -3.26973 0.06 0.12 0.67 -0.625
C 3.45283 -3.23887 -4.54983 -0.21 0.20 -0.12 -0.743
H 5.11122 -2.88260 -5.87693 0.10 -0.07 0.06 0.323
H 5.56270 -2.88743 -4.17130 -0.08 0.06 0.04 0.324
H 5.62629 -0.56387 -4.95477 -0.08 -0.02 -0.03 0.355
H 4.04667 -0.72744 -5.72220 0.00 -0.12 -0.06 0.388
H 4.74758 -0.45958 -2.79745 0.19 -0.02 -0.27 -0.001
H 3.61233 0.50212 -3.72827 0.31 -0.10 -0.17 0.162
H 2.25045 -0.85117 -2.39858 0.68 -0.28 -0.42 0.297
H 3.25213 -3.23027 -2.39931 0.07 -0.09 -0.12 0.287
H 1.72897 -2.96318 -3.25858 0.28 -0.26 -0.04 0.299
H 2.76419 -3.05912 -5.38345 0.04 0.02 -0.03 0.319
H 3.58147 -4.32260 -4.46517 -0.02 0.05 -0.02 0.334
```
Forces are in eV/Å.

energy relative to the best compared isomer or geometry (same formula, charge and spin): 0.0 kcal/mol
molar mass: 720.5 g mol⁻¹
E: -4967.51650 hartree
E_HOMO: -2.7 eV
total charge: -1



What is the molar mass in the third record?
720.5 g mol⁻¹



The lowest molar mass belongs to which entry?
CH10NO4